Record 1
The following is a DFT calculation (ωB97M-V/def2-TZVPD) of a 3-piece molecular cluster, C4H14O3S overall in a non-equilibrium geometry.

CARTESIAN COORDINATES (ANGSTROEM)
C: 0.696 0.320 1.909
O: 1.934 0.051 1.217
C: -0.505 0.267 0.946
C: -0.423 -1.021 -0.036
C: -1.821 -1.259 -0.492
S: -1.846 -2.956 -1.273
H: 0.812 -0.476 2.702
H: 0.801 1.307 2.351
H: 1.927 -0.498 0.433
H: -0.572 1.122 0.225
H: -1.397 0.312 1.587
H: -0.139 -1.875 0.615
H: 0.207 -0.775 -0.878
H: -2.505 -1.464 0.373
H: -2.352 -0.558 -1.137
H: -0.886 -2.644 -2.215
H: 0.668 0.402 -2.635
H: -0.234 1.621 -2.580
O: 0.039 0.858 -2.052
H: 1.374 2.542 -0.248
H: 2.187 1.911 0.769
O: 2.036 2.813 0.421

- Kohn-Sham gap (alpha / beta): 9.14 / 4.30 eV
- Total charge: +1
- HOMO (alpha / beta): -13.3946 / -13.3929 eV
- LUMO (alpha / beta): -4.254 / -9.093 eV
- Spin multiplicity: 2
- ΔE to the lowest compared entry with this formula, charge and spin: 1.265 eV

Record 2
The following is a DFT calculation (ωB97M-V/def2-TZVPD) of C7H16B3IO5S as an isolated structure in a non-equilibrium geometry.

CARTESIAN COORDINATES (ANGSTROEM)
C: 1.021 1.532 -0.144
C: 0.313 2.105 -1.372
C: -0.302 3.494 -1.084
I: 0.421 5.000 -2.435
B: -1.858 3.489 -1.240
O: -2.478 3.118 -2.426
B: -3.390 2.093 -2.260
O: -4.072 1.994 -1.061
B: -3.510 2.590 0.052
O: -2.701 3.693 -0.154
H: 1.684 0.724 -0.453
H: 0.296 1.083 0.535
H: 1.603 2.293 0.377
H: 1.022 2.181 -2.194
H: -0.461 1.399 -1.684
H: -0.025 3.837 -0.091
H: -3.552 1.299 -3.126
H: -3.644 2.137 1.141
C: 2.259 -3.538 0.515
C: 2.344 -3.059 1.971
C: 1.269 -1.982 2.161
S: -0.042 -2.375 0.989
O: -0.119 -1.313 0.016
O: -1.223 -2.802 1.689
C: 0.779 -3.778 0.238
H: 2.844 -4.441 0.350
H: 2.639 -2.764 -0.155
H: 2.151 -3.897 2.643
H: 3.332 -2.667 2.210
H: 0.837 -1.976 3.158
H: 1.634 -0.988 1.909
H: 0.517 -3.808 -0.817
H: 0.412 -4.672 0.742

- Kohn-Sham gap: 9.74 eV
- Total charge: 0
- HOMO: -9.2881 eV
- LUMO: 0.454 eV

Record 3
The following is a DFT calculation (ωB97M-V/def2-TZVPD) of C9H24AgNNbO2P as an isolated structure in a non-equilibrium geometry.

CARTESIAN COORDINATES (ANGSTROEM)
C: 4.648 -1.680 0.475
C: 3.308 -1.370 -0.097
Nb: 2.451 0.717 -0.449
O: 0.935 -0.163 -1.635
C: -0.349 0.541 -1.480
C: -1.329 -0.144 -0.311
C: -1.420 -1.754 -0.737
C: -2.778 0.641 -0.451
C: -3.983 0.005 0.460
C: -4.325 0.942 1.790
C: -5.335 -0.016 -0.525
P: 4.439 1.811 0.814
N: 5.842 1.555 -0.310
O: 4.742 0.993 2.322
H: 4.805 -2.758 0.935
H: 5.575 -0.963 0.461
H: 2.619 -2.285 -0.400
H: 1.499 0.513 1.100
H: 1.721 2.379 -0.581
H: 3.435 0.955 -1.985
H: -0.961 0.395 -2.495
H: -0.250 1.709 -1.335
H: -0.811 0.006 0.743
H: -2.110 -2.376 -0.024
H: -1.825 -1.808 -1.856
H: -0.361 -2.280 -0.756
H: -3.094 0.516 -1.594
H: -2.683 1.784 -0.218
H: -3.688 -1.092 0.821
H: -5.158 0.366 2.415
H: -3.355 1.016 2.472
H: -4.742 2.004 1.517
H: -5.439 -1.038 -1.113
H: -5.221 0.887 -1.297
H: -6.294 0.227 0.109
H: 5.486 0.899 -1.066
H: 6.592 1.000 0.170
H: 5.506 0.347 2.205
Ag: 1.906 -2.479 1.906

- Kohn-Sham gap (alpha / beta): 6.58 / 6.55 eV
- Total charge: +1
- HOMO (alpha / beta): -12.3855 / -12.4002 eV
- LUMO (alpha / beta): -5.807 / -5.854 eV
- Spin multiplicity: 2

Record 4
The following is a DFT calculation (ωB97M-V/def2-TZVPD) of a 4-piece molecular cluster, C36H44FI2NO15 overall in a non-equilibrium geometry.

CARTESIAN COORDINATES (ANGSTROEM)
C: 5.063 2.779 1.049
C: 4.641 4.224 0.608
O: 3.309 4.360 0.047
C: 2.542 3.218 0.127
C: 2.371 2.330 -1.041
C: 3.004 2.555 -2.447
C: 4.418 3.229 -2.468
F: 4.215 4.638 -2.594
C: 1.498 1.147 -0.902
C: 1.219 0.178 -2.081
I: -0.685 0.526 -3.086
C: 2.065 -0.794 -2.505
C: 1.699 -1.690 -3.729
I: 3.942 -1.042 -1.475
C: 0.795 0.818 0.356
C: -0.149 -0.423 0.462
C: 0.681 -1.768 0.643
C: 0.322 -2.521 1.954
O: 1.163 -2.961 2.701
O: -1.016 -2.749 2.319
C: 0.966 1.698 1.494
C: 1.835 2.891 1.377
C: 1.928 3.808 2.644
O: 2.937 4.356 3.008
C: 0.583 3.918 3.439
C: -0.219 2.822 3.545
C: -1.600 2.803 4.262
C: -2.602 3.616 3.318
C: -2.534 3.113 1.816
C: -3.979 2.968 1.158
N: -3.994 2.001 0.035
C: -5.172 2.208 -0.854
C: -3.956 0.624 0.489
C: -4.655 0.074 1.778
O: -3.364 -0.182 -0.205
C: 0.241 1.485 2.866
O: 0.070 0.405 3.382
H: 5.027 2.005 0.245
H: 4.522 2.444 1.977
H: 6.147 2.851 1.364
H: 4.802 4.929 1.461
H: 5.364 4.551 -0.198
H: 2.269 3.153 -3.060
H: 3.115 1.575 -2.994
H: 5.077 2.971 -1.609
H: 4.928 2.917 -3.416
H: 0.627 -1.994 -3.770
H: 2.328 -2.612 -3.675
H: 1.940 -1.140 -4.675
H: -0.836 -0.346 1.345
H: -0.826 -0.503 -0.431
H: 1.776 -1.557 0.685
H: 0.401 -2.436 -0.215
H: -1.098 -2.395 3.228
H: 0.233 4.859 3.919
H: -1.588 3.184 5.310
H: -2.011 1.755 4.298
H: -3.646 3.636 3.716
H: -2.219 4.679 3.333
H: -2.062 2.096 1.718
H: -1.940 3.813 1.163
H: -4.310 3.954 0.724
H: -4.685 2.716 1.995
H: -5.966 2.856 -0.402
H: -5.596 1.206 -1.143
H: -4.873 2.692 -1.826
H: -4.390 0.727 2.655
H: -5.768 -0.001 1.697
H: -4.208 -0.934 1.990
C: -0.089 -1.118 -8.998
C: 1.224 -0.480 -8.640
O: 1.506 -1.033 -7.358
C: 0.828 -2.210 -7.266
O: 0.977 -3.003 -6.392
O: -0.037 -2.361 -8.303
H: -0.200 -1.276 -10.070
H: -0.946 -0.546 -8.633
H: 2.026 -0.757 -9.329
H: 1.162 0.607 -8.590
C: 2.369 -5.581 4.288
C: 3.700 -4.984 4.646
O: 3.959 -5.539 5.933
C: 3.245 -6.694 6.028
O: 3.364 -7.487 6.907
O: 2.378 -6.823 4.989
H: 2.258 -5.741 3.216
H: 1.531 -4.978 4.645
H: 4.495 -5.292 3.961
H: 3.672 -3.897 4.688
C: -4.122 -3.605 -1.003
C: -4.160 -3.547 0.498
O: -5.557 -3.491 0.779
C: -6.206 -4.035 -0.287
O: -7.367 -4.292 -0.305
O: -5.354 -4.246 -1.326
H: -3.275 -4.178 -1.378
H: -4.108 -2.612 -1.459
H: -3.742 -4.444 0.962
H: -3.648 -2.672 0.894

- SMILES string: CCOc1c(CCF)c(/C(I)=C(/C)I)c(CCC(=O)O)c2c1C(=O)C=C(CCCCN(C)C(C)=O)C2=O.O=C1OCCO1.O=C1OCCO1.O=C1OCCO1
- Kohn-Sham gap: 8.06 eV
- Total charge: 0
- HOMO: -9.1629 eV
- LUMO: -1.106 eV

Record 5
The following is a DFT calculation (ωB97M-V/def2-TZVPD) of a 3-piece molecular cluster, C24H39F3N5O12S3 overall in a non-equilibrium geometry.

CARTESIAN COORDINATES (ANGSTROEM)
C: 0.818 -3.913 6.801
C: -0.027 -3.084 6.512
C: -0.826 -1.819 6.023
C: -1.637 -2.128 4.671
C: -1.017 -1.247 3.499
C: -0.416 -2.109 2.287
C: -1.562 -2.879 1.509
O: -2.415 -2.021 0.730
C: -3.758 -2.202 1.017
F: -4.198 -3.495 0.915
F: -4.459 -1.479 0.056
F: -4.063 -1.606 2.231
N: -0.034 -0.985 1.328
C: 1.365 -0.678 1.542
N: 1.872 0.511 1.590
N: 3.230 0.700 1.825
C: 1.048 1.727 1.442
C: 1.644 2.745 0.366
O: 1.647 2.365 -0.778
O: 2.088 4.015 0.711
N: 2.005 -1.990 1.671
S: 2.425 -2.547 0.092
C: 4.228 -2.987 -0.023
O: 1.545 -3.586 -0.441
O: 2.278 -1.360 -0.790
C: 1.028 -2.772 2.472
O: 1.360 -2.336 3.835
C: 1.204 -4.320 2.594
C: 0.119 -5.283 2.928
C: 0.271 -6.750 3.018
N: 1.497 -7.341 2.826
C: 2.525 -6.482 2.557
C: 2.534 -5.015 2.395
H: 1.333 -4.887 6.983
H: -0.128 -0.942 5.927
H: -1.519 -1.567 6.887
H: -1.548 -3.235 4.484
H: -2.712 -1.830 4.824
H: -0.294 -0.452 3.845
H: -1.884 -0.677 3.034
H: -1.092 -3.702 0.900
H: -2.192 -3.401 2.299
H: -0.060 -1.223 0.324
H: 3.386 0.972 2.812
H: 3.766 -0.164 1.711
H: -0.010 1.510 1.109
H: 0.939 2.279 2.431
H: 2.644 3.921 1.513
H: 4.599 -2.661 -1.031
H: 4.422 -4.071 0.192
H: 4.733 -2.340 0.765
H: 2.331 -2.439 3.901
H: -0.909 -4.864 3.132
H: -0.602 -7.428 3.245
H: 3.538 -6.974 2.437
H: 3.480 -4.461 2.171
O: 1.605 3.696 -7.182
S: 2.110 4.391 -6.035
O: 3.468 4.243 -5.601
O: 1.133 4.117 -4.784
C: 0.848 2.761 -4.425
C: 2.002 2.125 -3.674
C: 1.763 6.115 -6.212
H: 0.582 2.176 -5.309
H: -0.031 2.785 -3.777
H: 2.871 2.001 -4.322
H: 1.720 1.141 -3.295
H: 2.310 2.751 -2.839
H: 0.719 6.237 -6.496
H: 2.414 6.507 -6.993
H: 1.972 6.615 -5.268
O: -4.609 6.102 -3.637
S: -3.722 5.106 -4.164
O: -3.896 4.562 -5.478
O: -3.615 3.892 -3.111
C: -4.824 3.264 -2.672
C: -5.379 2.319 -3.721
C: -2.058 5.680 -4.009
H: -5.565 4.015 -2.385
H: -4.575 2.697 -1.773
H: -5.724 2.866 -4.600
H: -6.224 1.755 -3.321
H: -4.611 1.619 -4.056
H: -1.905 6.050 -2.998
H: -1.913 6.483 -4.730
H: -1.380 4.856 -4.229

- Kohn-Sham gap: 7.50 eV
- Total charge: +1
- HOMO: -12.2488 eV
- LUMO: -4.753 eV

Record 6
The following is a DFT calculation (ωB97M-V/def2-TZVPD) of C2H7N3 in the gas phase in a non-equilibrium geometry.

CARTESIAN COORDINATES (ANGSTROEM)
C: 1.468 0.041 -0.450
N: 0.399 -0.143 0.531
C: -0.987 0.126 0.067
N: -1.392 -1.139 -0.083
N: -1.624 1.228 0.117
H: 0.601 0.358 1.392
H: -2.391 -1.253 -0.202
H: -0.290 -1.450 0.377
H: -1.016 2.002 0.371
H: 2.441 -0.122 0.017
H: 1.337 -0.691 -1.248
H: 1.453 1.043 -0.888

- SMILES string: [H]/N=C(/N)NC
- Kohn-Sham gap: 9.59 eV
- Total charge: 0
- HOMO: -8.7540 eV
- LUMO: 0.841 eV
- ΔE to the lowest compared entry with this formula, charge and spin: 2.049 eV

Record 7
The following is a DFT calculation (ωB97M-V/def2-TZVPD) of a 3-piece molecular cluster, C3H11O3 overall in a non-equilibrium geometry.

CARTESIAN COORDINATES (ANGSTROEM)
C: 0.358 1.040 -0.177
O: -0.611 0.246 0.221
C: 1.636 0.212 -0.674
C: 2.089 0.749 -1.972
H: -0.037 1.725 -0.951
H: 0.849 1.771 0.581
H: 2.420 0.562 0.084
H: 1.540 -0.816 -0.560
H: 3.072 0.369 -2.189
H: 1.379 0.484 -2.757
H: 2.221 1.801 -1.763
H: -1.316 -1.220 0.072
H: -1.442 -2.829 0.273
O: -1.770 -2.126 -0.350
H: -1.110 0.402 1.623
H: -0.971 0.476 3.190
O: -1.507 0.040 2.545

- Kohn-Sham gap (alpha / beta): 10.96 / 7.12 eV
- Total charge: 0
- HOMO (alpha / beta): -10.3877 / -10.3586 eV
- LUMO (alpha / beta): 0.570 / -3.241 eV
- Spin multiplicity: 2
- ΔE to the lowest compared entry with this formula, charge and spin: 1.390 eV

Record 8
The following is a DFT calculation (ωB97M-V/def2-TZVPD) of an isolated ion of composition C3H6ClN2 and charge +1 in a non-equilibrium geometry.

CARTESIAN COORDINATES (ANGSTROEM)
C: 0.282 -0.676 0.293
C: 1.096 1.633 0.568
C: -0.891 -1.534 0.331
N: 0.345 0.563 0.290
N: 1.312 2.582 -0.369
Cl: 1.688 1.801 2.181
H: 1.237 -1.172 0.408
H: -1.773 -1.068 0.650
H: -0.583 -2.202 1.004
H: -0.965 -1.799 -0.766
H: 0.655 2.511 -1.058
H: 1.661 3.475 -0.035

- SMILES string: C/C=N/C(=[NH2+])Cl
- Kohn-Sham gap: 10.37 eV
- Total charge: +1
- HOMO: -15.2914 eV
- LUMO: -4.917 eV
- ΔE to the lowest compared entry with this formula, charge and spin: 1.145 eV

Record 9
The following is a DFT calculation (ωB97M-V/def2-TZVPD) of C33H22BrF4N2O3PPt as an isolated structure.

CARTESIAN COORDINATES (ANGSTROEM)
Pt: 1.345 -0.858 -0.544
C: 5.236 -2.648 -1.935
O: 5.530 -3.117 -0.626
C: 5.014 -2.530 0.494
C: 5.628 -2.907 1.674
C: 5.240 -2.385 2.906
C: 4.222 -1.464 2.945
C: 3.557 -1.091 1.768
C: 2.551 -0.061 1.883
N: 1.768 0.414 0.968
N: 1.132 1.572 1.328
C: 0.438 2.233 0.419
O: 0.233 1.939 -0.783
C: -0.187 3.491 0.957
C: -0.660 4.434 0.052
C: -1.288 5.586 0.504
C: -1.455 5.797 1.866
C: -0.983 4.857 2.774
C: -0.348 3.711 2.322
C: 3.924 -1.632 0.524
O: 3.304 -1.291 -0.594
H: 5.919 -3.191 -2.585
H: 5.415 -1.577 -2.029
H: 4.209 -2.863 -2.223
H: 6.440 -3.620 1.603
H: 5.748 -2.692 3.810
H: 3.925 -1.009 3.882
H: 2.497 0.460 2.834
H: -0.534 4.242 -1.005
H: -1.650 6.318 -0.207
H: -1.949 6.694 2.220
H: -1.111 5.020 3.837
H: 0.020 2.967 3.016
F: -2.785 -6.159 -0.752
C: -2.414 -4.887 -0.804
C: -3.253 -3.894 -0.340
F: -4.447 -4.215 0.144
C: -2.856 -2.564 -0.394
F: -3.759 -1.668 0.010
C: -1.613 -2.183 -0.874
P: -0.878 -0.468 -0.760
C: -1.834 0.255 0.587
C: -2.679 1.345 0.418
C: -3.354 1.864 1.511
C: -3.175 1.309 2.770
C: -2.312 0.235 2.944
C: -1.635 -0.287 1.854
C: -1.426 0.173 -2.366
C: -0.487 0.618 -3.292
C: -0.902 1.064 -4.537
C: -2.251 1.072 -4.862
C: -3.190 0.622 -3.945
C: -2.778 0.167 -2.701
C: -0.813 -3.211 -1.367
Br: 0.850 -2.803 -2.181
C: -1.188 -4.536 -1.346
F: -0.400 -5.490 -1.835
H: -2.800 1.793 -0.559
H: -4.002 2.720 1.382
H: -3.698 1.724 3.622
H: -2.160 -0.190 3.927
H: -0.950 -1.119 1.986
H: 0.560 0.638 -3.022
H: -0.169 1.416 -5.251
H: -2.572 1.431 -5.831
H: -4.242 0.621 -4.198
H: -3.514 -0.194 -1.992

- Kohn-Sham gap: 6.84 eV
- Total charge: 0
- HOMO: -7.3851 eV
- LUMO: -0.544 eV

Record 10
The following is a DFT calculation (ωB97M-V/def2-TZVPD) of C5H9NO in the gas phase.

CARTESIAN COORDINATES (ANGSTROEM)
C: -1.511 -1.196 0.057
C: -0.596 -0.246 -0.704
C: -0.750 1.276 -0.408
C: 0.703 1.336 0.144
C: 0.790 -0.151 -0.106
N: 1.569 -1.098 0.211
O: 2.688 -0.630 0.895
H: -2.562 -1.047 -0.212
H: -1.403 -1.033 1.135
H: -1.238 -2.236 -0.147
H: -0.598 -0.474 -1.777
H: -0.929 1.898 -1.290
H: -1.521 1.495 0.336
H: 0.810 1.618 1.196
H: 1.400 1.938 -0.446
H: 3.148 -1.450 1.117

- SMILES string: C[C@H]1CC/C1=N\O
- Kohn-Sham gap: 10.52 eV
- Total charge: 0
- HOMO: -9.4283 eV
- LUMO: 1.096 eV
- ΔE to the lowest compared entry with this formula, charge and spin: 2.908 eV

Record 11
The following is a DFT calculation (ωB97M-V/def2-TZVPD) of C31H26N3O5PPdS as an isolated structure.

CARTESIAN COORDINATES (ANGSTROEM)
Pd: -0.359 0.479 -0.052
O: 0.650 0.502 2.898
N: 0.095 -0.524 2.180
C: -0.804 -1.140 2.827
C: -1.314 -2.439 2.312
C: -1.646 -3.353 3.308
C: -1.911 -4.684 3.018
C: -1.848 -5.120 1.708
C: -1.580 -4.208 0.694
C: -1.342 -2.862 0.964
P: -1.148 -1.714 -0.448
C: -1.391 -2.715 -1.930
C: -0.263 -3.266 -2.538
C: -0.400 -4.092 -3.644
C: -1.665 -4.356 -4.154
C: -2.789 -3.791 -3.564
C: -2.656 -2.970 -2.453
C: -2.647 -0.710 -0.401
C: -3.728 -0.877 0.470
C: -4.814 -0.029 0.381
C: -4.837 0.993 -0.573
C: -3.777 1.163 -1.438
C: -2.675 0.316 -1.356
H: 1.536 0.589 2.458
H: -1.066 -0.827 3.835
H: -1.652 -3.015 4.338
H: -2.144 -5.375 3.817
H: -2.020 -6.161 1.465
H: -1.581 -4.556 -0.330
H: 0.724 -3.041 -2.148
H: 0.477 -4.521 -4.110
H: -1.775 -4.997 -5.019
H: -3.773 -3.989 -3.970
H: -3.535 -2.533 -1.996
H: -3.717 -1.670 1.208
H: -5.655 -0.165 1.050
H: -5.698 1.647 -0.640
H: -3.792 1.948 -2.182
H: -1.881 0.402 -2.091
O: -5.310 5.839 -2.934
C: -4.119 5.385 -3.397
O: -3.839 5.544 -4.549
C: -3.219 4.688 -2.413
C: -3.464 4.642 -1.045
C: -2.592 3.979 -0.193
C: -1.436 3.377 -0.690
S: -0.256 2.700 0.443
C: -1.190 3.433 -2.065
C: -2.076 4.073 -2.916
H: -5.404 5.624 -2.000
H: -4.327 5.128 -0.601
H: -2.790 3.934 0.871
H: -0.298 2.955 -2.455
H: -1.892 4.121 -3.982
C: 5.294 -0.128 0.409
N: 4.096 0.097 -0.393
C: 4.150 0.110 -1.760
C: 3.064 0.286 -2.521
C: 1.783 0.430 -1.854
O: 0.711 0.530 -2.457
N: 1.777 0.441 -0.480
C: 2.891 0.310 0.270
O: 2.918 0.365 1.506
H: 6.163 -0.017 -0.236
H: 5.289 -1.125 0.847
H: 5.339 0.596 1.217
H: 5.137 -0.025 -2.183
H: 3.124 0.319 -3.597

- Kohn-Sham gap (alpha / beta): 6.65 / 6.65 eV
- Total charge: 0
- HOMO (alpha / beta): -7.7871 / -7.7869 eV
- LUMO (alpha / beta): -1.139 / -1.139 eV
- ΔE to the lowest compared entry with this formula, charge and spin: 0.985 eV

Record 12
The following is a DFT calculation (ωB97M-V/def2-TZVPD) of FH3OSi as an isolated structure in a non-equilibrium geometry.

CARTESIAN COORDINATES (ANGSTROEM)
O: -0.812 -0.147 0.620
F: -2.830 0.174 -0.211
Si: 0.362 0.281 -0.208
H: 1.393 1.128 0.326
H: 0.574 -0.272 -1.500
H: -1.977 0.253 0.244

- Kohn-Sham gap: 10.10 eV
- Total charge: 0
- HOMO: -11.3866 eV
- LUMO: -1.287 eV
- ΔE to the lowest compared entry with this formula, charge and spin: 3.549 eV

Which formula does entry 2 have? C7H16B3IO5S

What is the total charge in the first record? +1

What is the total charge in the tenth record? 0

Which value of total charge does entry 12 give? 0